(1)
DFT (wB97M-V/def2-TZVPD) results for C6H14O in the gas phase.

The geometry in XYZ format:
```
21
Properties=species:S:1:pos:R:3:lowdin_charge:R:1
C -3.473 -0.155 -0.721 -0.124
C -2.280 -0.302 0.221 -0.281
C -0.955 -0.015 -0.480 -0.242
C 0.272 -0.119 0.424 -0.189
C 1.548 0.079 -0.375 -0.273
O 2.644 0.184 0.499 -0.189
C 3.850 0.367 -0.194 -0.128
H -4.419 -0.371 -0.213 0.067
H -3.387 -0.836 -1.575 0.071
H -3.534 0.865 -1.119 0.072
H -2.400 0.378 1.075 0.109
H -2.256 -1.317 0.639 0.109
H -0.840 -0.714 -1.322 0.118
H -0.994 0.990 -0.924 0.117
H 0.300 -1.096 0.925 0.121
H 0.243 0.646 1.211 0.123
H 1.695 -0.760 -1.079 0.129
H 1.464 1.003 -0.980 0.127
H 4.162 -0.547 -0.724 0.088
H 4.614 0.632 0.541 0.088
H 3.764 1.179 -0.935 0.087
```

Summary:
multiplicity = 1
gap between HOMO and LUMO = 10.9450 eV
total charge = 0
structure (SMILES) = CCCCCOC
total energy = -8496.1754 eV
HOMO energy = -9.8 eV
lowest unoccupied orbital energy = 1.1402 eV

(2)
DFT (wB97M-V/def2-TZVPD) results for a molecular structure, C24H48Li5O10P in a non-equilibrium geometry.

The geometry in XYZ format:
```
88
Properties=species:S:1:pos:R:3:lowdin_charge:R:1
Li -24.349 -19.013 -1.576 0.897
Li -22.234 -21.892 -9.419 0.904
Li -26.810 -22.637 -5.047 0.891
Li -25.018 -17.351 -6.361 0.879
Li -18.956 -19.246 -5.761 0.909
P -22.876 -20.991 -5.346 -0.300
O -23.944 -20.901 -6.461 -0.593
O -21.633 -21.641 -5.927 -0.513
O -23.555 -21.581 -4.059 -0.557
O -22.518 -19.573 -4.970 -0.558
C -24.252 -10.610 -4.983 -0.177
C -22.916 -10.621 -5.604 -0.180
C -22.673 -12.101 -6.096 -0.171
O -23.957 -12.709 -5.936 -0.181
C -24.964 -11.708 -5.827 -0.187
H -24.754 -9.644 -5.046 0.116
H -24.224 -10.760 -3.903 0.115
H -22.192 -10.256 -4.875 0.111
H -22.832 -9.982 -6.483 0.113
H -21.860 -12.513 -5.498 0.107
H -22.400 -12.197 -7.147 0.110
H -25.868 -12.065 -5.333 0.112
H -25.260 -11.425 -6.837 0.119
C -27.158 -22.161 4.160 -0.166
C -28.178 -21.067 4.104 -0.215
C -27.619 -20.069 3.132 -0.157
O -26.643 -20.867 2.336 -0.183
C -26.682 -22.232 2.703 -0.210
H -27.611 -23.101 4.475 0.119
H -26.381 -21.795 4.830 0.122
H -28.269 -20.667 5.114 0.118
H -29.169 -21.422 3.823 0.116
H -27.081 -19.319 3.713 0.117
H -28.476 -19.694 2.572 0.112
H -25.671 -22.628 2.615 0.118
H -27.375 -22.692 1.998 0.116
C -21.444 -14.034 1.930 -0.158
C -20.768 -15.020 2.880 -0.156
C -21.162 -16.440 2.464 -0.171
O -21.927 -16.209 1.261 -0.187
C -21.725 -14.898 0.730 -0.228
H -20.818 -13.188 1.646 0.117
H -22.423 -13.709 2.280 0.116
H -21.122 -14.839 3.894 0.111
H -19.678 -14.996 2.891 0.112
H -21.836 -17.005 3.109 0.116
H -20.316 -17.069 2.188 0.110
H -22.653 -14.614 0.234 0.112
H -20.923 -14.927 -0.008 0.114
C -17.275 -31.281 -3.422 -0.204
C -17.249 -29.810 -3.391 -0.183
C -18.447 -29.493 -4.287 -0.192
O -19.408 -30.479 -3.901 -0.131
C -18.719 -31.676 -3.723 -0.217
H -16.934 -31.696 -2.474 0.113
H -16.637 -31.717 -4.191 0.112
H -16.249 -29.496 -3.693 0.115
H -17.375 -29.489 -2.357 0.115
H -18.141 -29.547 -5.331 0.116
H -18.874 -28.495 -4.183 0.117
H -18.643 -32.211 -4.669 0.113
H -19.253 -32.247 -2.963 0.125
C -15.248 -21.164 -0.632 -0.168
C -14.819 -19.724 -0.343 -0.158
C -15.460 -18.936 -1.464 -0.209
O -16.270 -19.834 -2.211 -0.166
C -16.515 -20.989 -1.410 -0.214
H -15.414 -21.712 0.295 0.115
H -14.490 -21.737 -1.167 0.117
H -13.739 -19.613 -0.249 0.114
H -15.210 -19.450 0.637 0.110
H -14.734 -18.511 -2.158 0.117
H -16.118 -18.143 -1.109 0.113
H -16.854 -21.846 -1.991 0.122
H -17.390 -20.751 -0.804 0.117
C -28.275 -29.390 -5.800 -0.150
C -27.149 -29.238 -4.787 -0.179
C -26.652 -27.824 -4.934 -0.180
O -27.650 -27.104 -5.750 -0.177
C -28.232 -28.065 -6.649 -0.187
H -29.240 -29.514 -5.310 0.107
H -28.159 -30.246 -6.465 0.106
H -26.409 -30.031 -4.896 0.115
H -27.509 -29.288 -3.759 0.108
H -25.675 -27.747 -5.412 0.115
H -26.652 -27.359 -3.948 0.111
H -27.719 -28.155 -7.607 0.111
H -29.281 -27.833 -6.834 0.109
```

Summary:
multiplicity = 1
gap between HOMO and LUMO = 3.6166 eV
total charge = +2
total energy = -56436.2879 eV
HOMO energy = -9.5 eV
lowest unoccupied orbital energy = -5.8593 eV

(3)
DFT (wB97M-V/def2-TZVPD) results for a gas-phase ion, C2H6N3P (charge +2) in a non-equilibrium geometry.

The geometry in XYZ format:
```
12
Properties=species:S:1:pos:R:3:lowdin_charge:R:1
C -1.114 0.897 -0.745 -0.023
C 1.211 -0.255 -0.166 -0.083
N -2.110 0.071 -0.563 0.260
N 0.217 0.666 -0.563 0.133
N 1.214 -0.969 0.893 -0.256
P 1.883 -2.059 1.854 1.215
H -1.253 1.957 -0.968 0.187
H 2.071 -0.251 -0.716 0.137
H -3.073 0.085 -0.866 0.172
H 0.683 1.499 -0.848 0.157
H -1.943 -0.698 0.064 0.146
H 2.215 -0.943 2.626 -0.044
```

Summary:
multiplicity = 1
gap between HOMO and LUMO = 9.0586 eV
total charge = +2
structure (SMILES) = N/C=[NH+]\C=[N+]=P
total energy = -15910.1030 eV
HOMO energy = -19.8 eV
lowest unoccupied orbital energy = -10.7842 eV

(4)
DFT (wB97M-V/def2-TZVPD) results for a molecular structure, C4H8N2O2S3 in a non-equilibrium geometry.

The geometry in XYZ format:
```
19
Properties=species:S:1:pos:R:3:lowdin_charge:R:1
C 2.290 -0.891 -0.315 -1.131
C -0.309 -0.187 -0.014 -0.791
C 0.431 1.919 -0.758 -0.017
C -2.580 -1.753 0.483 -0.534
N 1.606 0.493 0.857 -0.119
N 0.415 0.856 0.266 -0.313
O -2.887 -1.061 -0.610 -0.093
O 2.601 1.457 0.925 -0.092
S 3.904 -0.904 -0.227 0.658
S 0.916 -1.540 -0.897 0.883
S -1.016 -1.107 1.415 0.856
H -1.113 -0.013 -0.712 0.062
H 1.270 1.804 -1.495 0.107
H -0.574 2.049 -1.227 0.100
H 0.634 2.811 -0.077 0.110
H -3.244 -1.837 1.316 0.059
H -2.488 -2.812 0.277 0.086
H -3.200 -0.147 -0.378 0.141
H 3.344 0.863 1.169 0.027
```

Summary:
multiplicity = 1
gap between HOMO and LUMO = 8.0265 eV
total charge = 0
total energy = -43853.2736 eV
HOMO energy = -7.8 eV
lowest unoccupied orbital energy = 0.2105 eV

(5)
DFT (wB97M-V/def2-TZVPD) results for a molecular structure, C3H2CrO3 in a non-equilibrium geometry.

The geometry in XYZ format:
```
9
Properties=species:S:1:pos:R:3:lowdin_charge:R:1
O -2.838 -0.126 1.242 0.404
C -2.060 -0.225 0.416 0.020
C -1.019 -0.174 -0.472 -0.168
O 0.059 -1.042 -0.237 0.046
C 1.178 -0.377 -0.045 -0.228
O 2.152 -1.177 0.118 0.253
H 2.982 -0.711 0.302 0.179
Cr 0.473 1.660 -0.194 1.315
H -1.511 -0.091 -1.479 0.180
```

Summary:
multiplicity = 5
gap between HOMO and LUMO (spin up / spin down) = 8.2997 / 9.9430 eV
total charge = +2
total energy = -37684.0639 eV
HOMO energy (spin up / spin down) = -20.3 / -20.5 eV
lowest unoccupied orbital energy (spin up / spin down) = -11.9876 / -10.5813 eV